# 1
Formula: C7H11N3
Source: the OMol25 dataset
Level of theory: ωB97M-V/def2-TZVPD

Geometry as XYZ:
```
21
C7H11N3 (ωB97M-V/def2-TZVPD)
C -3.688 0.272 -0.236
C -2.875 1.322 0.166
C -3.079 -0.914 -0.680
C -1.520 1.196 0.084
C -1.669 -1.017 -0.687
C 1.024 -0.046 -0.308
C 2.922 0.168 1.208
N -0.983 0.033 -0.240
N 1.551 0.305 0.810
N 1.506 -0.544 -1.409
H -4.769 0.354 -0.423
H -3.385 2.168 0.677
H -3.714 -1.770 -0.730
H -0.756 2.004 0.345
H -1.306 -1.939 -1.218
H 3.106 0.935 1.905
H 3.110 -0.771 1.658
H 3.602 0.298 0.418
H 1.086 0.369 1.647
H 1.193 -0.529 -2.368
H 2.536 -0.722 -1.264
```

Computed properties:
Relative energy (zero: lowest compared OMol25 entry of this formula, charge and spin): 2.697 eV
Charge: +2
Kohn-Sham gap: 8.64 eV
Maximum force: 5.00 eV/Å
LUMO: -9.57 eV

# 2
Formula: C9H14NO3
Source: the OMol25 dataset
Level of theory: ωB97M-V/def2-TZVPD

Geometry as XYZ:
```
27
C9H14NO3 (ωB97M-V/def2-TZVPD)
C 2.671 -0.486 -0.630
C -0.007 -2.100 -0.552
C 0.795 -1.719 0.716
C -0.924 -0.978 -1.074
C 1.517 -0.393 0.392
C 0.782 0.449 -0.677
C 1.915 0.414 1.685
C 0.434 1.912 -0.443
C -2.904 0.271 -1.211
N -2.017 -0.687 -0.451
O -2.245 -0.839 0.815
O 3.738 -1.097 -0.741
O 2.028 0.319 -1.520
H 0.708 -2.259 -1.338
H -0.490 -3.185 -0.397
H 0.088 -1.548 1.445
H 1.410 -2.488 1.109
H -0.840 -0.769 -2.106
H 2.742 1.008 1.485
H 2.160 -0.207 2.451
H 1.074 1.042 1.907
H 1.026 2.583 0.388
H -0.680 2.160 -0.126
H 0.436 2.480 -1.418
H -3.592 0.757 -0.510
H -2.191 0.977 -1.631
H -3.425 -0.441 -2.044
```

Computed properties:
Relative energy (zero: lowest compared OMol25 entry of this formula, charge and spin): 4.405 eV
Charge: -1
Kohn-Sham gap: 5.76 eV
Maximum force: 3.57 eV/Å
LUMO: 3.70 eV

# 3
Formula: C2H5NO3
Source: the OMol25 dataset
Level of theory: ωB97M-V/def2-TZVPD

Geometry as XYZ:
```
11
C2H5NO3 (ωB97M-V/def2-TZVPD)
C -1.022 0.457 0.255
C 0.737 -0.220 0.092
N -1.936 -0.331 0.050
O 1.229 0.501 -1.022
O 0.596 -1.516 -0.357
O 1.328 0.078 1.291
H -1.074 1.634 0.382
H -2.922 -0.047 -0.031
H 1.951 0.024 -1.408
H -0.335 -1.583 -0.422
H 1.448 1.004 1.171
```

Computed properties:
Relative energy (zero: lowest compared OMol25 entry of this formula, charge and spin): 2.571 eV
SMILES: [H]/N=C/C(O)(O)O
Kohn-Sham gap: 10.03 eV
Maximum force: 5.04 eV/Å
LUMO: 0.76 eV

# 4
Formula: C5H12OS
Source: the OMol25 dataset
Level of theory: ωB97M-V/def2-TZVPD

Geometry as XYZ:
```
19
C5H12OS (ωB97M-V/def2-TZVPD)
C 2.080 -0.553 -0.161
C 0.615 0.170 0.178
C 0.775 1.765 0.075
C -0.510 -0.327 -0.939
C -2.013 -1.101 0.753
H 1.727 -1.679 -0.805
H 2.805 -0.768 0.777
H 2.767 0.189 -0.929
H 0.353 -0.008 1.195
H -0.170 2.193 0.315
H 1.179 2.008 -0.922
H 1.433 2.089 1.095
H -0.264 -0.038 -2.040
H -0.337 -1.407 -0.872
H -1.147 -1.928 0.314
H -1.459 -0.503 1.546
H -3.004 -1.657 0.880
O -2.532 1.440 0.091
S -2.300 0.116 -0.550
```

Computed properties:
Relative energy (zero: lowest compared OMol25 entry of this formula, charge and spin): 4.998 eV
Kohn-Sham gap: 10.03 eV
Maximum force: 4.39 eV/Å
LUMO: 0.74 eV

Which value of Kohn-Sham gap does entry 3 give?
10.03 eV